A molecular structure, C22H35BaNO3P2S in a non-equilibrium geometry, computed with ωB97M-V/def2-TZVPD.

Properties
DFT total energy   -61114.0502 eV
Relative energy (zero: lowest compared OMol25 entry of this formula, charge and spin)   0.000 eV
Largest force on an atom   2.716 eV Å⁻¹

Element x y z (Å)
P -2.312 -0.537 -1.308
P 1.758 -2.687 -1.899
C -0.933 -1.114 -2.408
C -0.194 -2.441 -2.073
H -0.165 -0.317 -2.502
H -1.424 -1.184 -3.396
H -0.553 -2.797 -1.099
H -0.457 -3.193 -2.849
C 2.481 -1.008 -2.173
H 2.760 -0.563 -1.221
H 1.778 -0.327 -2.641
H 3.360 -1.058 -2.807
C 2.274 -3.271 -3.586
H 2.791 -2.451 -4.126
H 1.434 -3.679 -4.181
H 3.006 -4.076 -3.363
C -2.980 1.134 -1.694
H -3.558 1.475 -0.807
H -3.668 1.060 -2.551
H -2.250 1.956 -1.895
C -3.657 -1.699 -1.483
H -3.291 -2.723 -1.673
H -4.315 -1.407 -2.321
H -4.226 -1.717 -0.538
Ba 0.504 2.051 -2.958
C 1.443 0.773 -5.107
C 1.988 2.015 -5.054
C 1.377 3.238 -5.691
C -0.173 3.305 -5.958
C -1.161 2.728 -4.965
C -1.350 1.383 -4.774
C -0.978 0.369 -5.850
C 0.492 0.377 -6.215
C -1.884 -0.204 0.395
H 1.962 -0.084 -4.630
H 3.029 2.144 -4.695
H 1.841 3.384 -6.675
H 1.650 4.136 -5.103
H -0.379 4.386 -5.986
H -0.378 2.982 -7.005
H -1.953 3.443 -4.669
H -2.105 0.979 -4.061
H -1.570 0.551 -6.778
H -1.268 -0.637 -5.499
H 0.777 -0.639 -6.517
H 0.656 0.998 -7.109
H -1.336 -1.022 0.910
H -2.854 0.006 0.884
H -1.241 0.689 0.443
O 1.121 2.176 0.433
C 1.537 1.097 0.943
N 1.543 -0.052 0.210
S 1.800 -1.437 1.035
O 0.606 -2.252 1.055
O 3.060 -2.088 0.766
C 1.979 -0.586 2.554
C 2.193 -1.230 3.762
C 2.288 -0.415 4.906
C 2.266 0.994 4.748
C 2.091 1.596 3.486
C 1.922 0.785 2.353
H 2.266 -2.323 3.796
H 2.354 -0.884 5.888
H 2.372 1.611 5.653
H 2.055 2.682 3.359

=====

A molecular structure, C30H42N9O4S2SeZn in a non-equilibrium geometry, computed with ωB97M-V/def2-TZVPD.

Properties
DFT total energy   -188822.7053 eV
Relative energy (zero: lowest compared OMol25 entry of this formula, charge and spin)   0.000 eV
Charge   +1
Largest force on an atom   1.431 eV Å⁻¹

Element x y z (Å)
Zn -0.232 0.469 -0.432
N 2.726 0.165 2.808
C 1.723 0.315 1.932
S 2.150 0.364 0.273
N 0.508 0.387 2.451
N -0.507 0.465 1.607
C -1.722 0.538 2.035
C -2.793 0.554 1.071
C -4.133 0.459 1.461
C -5.118 0.428 0.491
C -4.739 0.472 -0.844
C -3.390 0.545 -1.145
N -2.441 0.604 -0.224
H 3.676 0.180 2.479
H 2.533 0.253 3.793
H -1.954 0.526 3.094
H -4.377 0.392 2.509
H -6.158 0.350 0.766
H -5.471 0.446 -1.634
H -3.058 0.551 -2.172
C -1.888 6.097 5.299
C -2.295 5.403 4.018
S -1.418 6.197 2.634
O -0.055 5.721 2.640
O -1.621 7.611 2.625
C -2.185 5.473 1.118
C -1.252 5.728 -0.063
N -1.043 4.496 -0.791
C -0.165 3.527 -0.470
N -0.324 2.461 -1.254
C -1.313 2.755 -2.122
C -1.800 4.007 -1.834
N -2.935 4.627 -2.406
O -3.375 4.106 -3.407
O -3.409 5.591 -1.842
C 0.876 3.630 0.567
H -2.342 5.606 6.156
H -2.206 7.136 5.275
H -0.806 6.067 5.413
H -3.357 5.497 3.814
H -1.981 4.362 4.003
H -3.171 5.902 0.987
H -2.255 4.407 1.322
H -0.288 6.076 0.323
H -1.655 6.488 -0.736
H -1.625 2.087 -2.899
H 0.729 4.468 1.244
H 1.851 3.724 0.090
H 0.892 2.715 1.151
C -1.190 -5.172 0.216
C 0.283 -5.352 0.557
C 0.802 -4.356 1.593
C 0.880 -2.910 1.087
N 1.654 -2.774 -0.123
C 1.219 -2.380 -1.335
Se -0.500 -1.745 -1.714
N 2.226 -2.440 -2.223
C 2.154 -2.171 -3.643
C 2.394 -3.417 -4.502
C 1.225 -4.398 -4.566
C 0.887 -5.039 -3.225
C 3.371 -2.821 -1.555
C 4.690 -2.974 -1.966
C 5.614 -3.332 -1.004
C 5.250 -3.509 0.332
C 3.944 -3.354 0.752
C 3.004 -3.026 -0.214
H -1.484 -5.905 -0.530
H -1.388 -4.183 -0.196
H -1.806 -5.315 1.101
H 0.882 -5.267 -0.351
H 0.428 -6.359 0.952
H 1.790 -4.683 1.923
H 0.141 -4.351 2.462
H 1.333 -2.279 1.861
H -0.128 -2.540 0.883
H 2.918 -1.423 -3.880
H 1.167 -1.754 -3.857
H 3.281 -3.939 -4.139
H 2.607 -3.072 -5.514
H 1.500 -5.178 -5.279
H 0.341 -3.892 -4.958
H 1.794 -5.304 -2.682
H 0.312 -5.948 -3.380
H 0.282 -4.368 -2.616
H 4.988 -2.801 -2.988
H 6.645 -3.475 -1.289
H 6.010 -3.768 1.052
H 3.672 -3.449 1.789

=====

A molecular structure, C8H10CeN2Se in a non-equilibrium geometry, computed with ωB97M-V/def2-TZVPD.

Properties
DFT total energy   -89709.0529 eV
Largest force on an atom   6.995 eV Å⁻¹

Element x y z (Å)
C -0.879 1.126 -1.750
C 0.531 0.873 -1.974
C 1.277 1.793 -1.167
C 0.339 2.634 -0.455
C -0.993 2.200 -0.806
Ce -0.165 0.455 0.644
N -1.389 -1.202 0.505
C -0.119 -2.787 -0.122
C 0.984 -2.263 -0.752
H 2.352 1.854 -1.127
H 0.936 0.121 -2.619
H 0.606 3.367 0.317
H -1.930 2.524 -0.322
H -1.690 0.524 -2.157
H 0.935 -1.990 -1.797
H -0.963 -3.247 -0.717
H -2.402 -1.236 0.641
H 1.917 -2.097 -0.201
H -0.044 -3.084 0.961
Se 0.134 0.079 5.836
C 0.291 0.164 4.133
N 0.273 0.194 2.928